Entry from OMol25: a 2-piece molecular cluster, C11H31NO4P2Si overall in a non-equilibrium geometry (ωB97M-V/def2-TZVPD).

Summary:
Highest occupied orbital energy in eV: -8.16
Total energy in Eh: -1765.6360
SMILES string: CCOP(=O)(OCC)OCC.CNCP[Si](C)(C)C
Strongest force on any atom in eV Å⁻¹: 7.17

The geometry in ORCA input format:
```
! RIJCOSX wB97M-V def2-TZVPD def2/J DEFGRID3
* xyz 0 1
C -1.187 5.244 -1.799
C -0.882 4.451 -0.541
O -1.793 3.368 -0.350
P -1.724 2.102 -1.398
O -0.454 1.418 -0.986
O -2.784 1.062 -0.692
C -2.394 -0.222 -0.216
C -2.066 -0.166 1.261
O -2.920 2.717 -2.359
C -4.280 2.267 -2.381
C -5.080 2.818 -1.221
H -1.019 4.639 -2.695
H -0.547 6.125 -1.862
H -2.230 5.561 -1.814
H 0.143 4.069 -0.563
H -0.976 5.098 0.331
H -1.568 -0.627 -0.799
H -3.245 -0.890 -0.373
H -1.325 0.603 1.483
H -1.686 -1.128 1.610
H -2.957 0.085 1.840
H -4.334 1.182 -2.444
H -4.708 2.645 -3.312
H -4.639 2.571 -0.257
H -6.096 2.422 -1.246
H -5.127 3.907 -1.275
C 2.024 -4.110 -1.966
N 2.886 -2.916 -2.213
C 2.738 -1.952 -1.087
P 3.954 -2.441 0.269
Si 2.986 -2.315 2.281
C 1.676 -0.931 2.193
C 4.396 -1.863 3.482
C 2.091 -3.918 2.757
H 2.646 -5.007 -2.088
H 1.231 -4.122 -2.721
H 1.627 -4.114 -0.939
H 3.834 -3.263 -2.099
H 1.697 -1.951 -0.744
H 3.030 -0.947 -1.420
H 4.959 -1.435 0.326
H 1.498 -0.522 3.197
H 2.086 -0.142 1.551
H 0.766 -1.383 1.779
H 4.053 -1.754 4.517
H 4.790 -0.890 3.152
H 5.184 -2.619 3.363
H 2.484 -4.311 3.702
H 2.239 -4.654 1.950
H 1.005 -3.760 2.816
*
```

Atomic partial charges in e from the Mulliken method, atoms 1 to 4: C -0.98; C -0.34; O -0.33; P 1.06

=====

Entry from OMol25: C11H32BF4FeN6O3P2S as an isolated structure in a non-equilibrium geometry (ωB97M-V/def2-TZVPD).

Summary:
Highest occupied orbital energy (spin up / spin down) in eV: -13.56 / -13.68
Total energy in Eh: -3761.3304
Strongest force on any atom in eV Å⁻¹: 5.85

The geometry in ORCA input format:
```
! RIJCOSX wB97M-V def2-TZVPD def2/J DEFGRID3
* xyz 2 2
Fe 0.885 -0.398 -0.220
C -2.982 0.766 2.797
N -2.130 -0.343 3.258
C -2.604 -1.057 4.444
P -1.096 -1.021 2.190
O -0.531 -0.060 1.230
O -0.040 -1.850 2.998
P 1.611 -1.744 2.543
O 1.619 -1.784 1.051
N 2.095 -0.359 3.238
C 2.849 0.580 2.390
C 1.364 0.284 4.332
N 2.326 -3.022 3.191
C 2.388 -4.305 2.477
C 2.696 -3.077 4.609
N -2.062 -2.173 1.405
C -2.829 -1.765 0.235
C -2.419 -3.438 2.021
H -3.986 0.402 2.567
H -2.544 1.242 1.924
H -3.054 1.492 3.608
H -3.566 -1.538 4.244
H -2.749 -0.330 5.243
H -1.875 -1.796 4.765
H 3.524 0.046 1.725
H 3.445 1.219 3.040
H 2.178 1.216 1.804
H 0.879 -0.456 4.965
H 0.614 0.985 3.950
H 2.073 0.838 4.945
H 2.146 -4.162 1.428
H 1.701 -5.028 2.921
H 3.403 -4.692 2.552
H 2.849 -2.075 5.001
H 3.633 -3.624 4.700
H 1.932 -3.590 5.196
H -2.528 -0.779 -0.112
H -3.896 -1.791 0.477
H -2.644 -2.498 -0.556
H -1.747 -3.678 2.838
H -2.363 -4.217 1.257
H -3.454 -3.393 2.375
C 3.455 1.701 -4.595
N 3.256 0.970 -3.342
C 2.518 -0.092 -3.075
S 2.697 -0.803 -1.476
N 1.693 -0.690 -3.912
C 1.333 -0.367 -5.294
H 4.368 2.279 -4.489
H 2.631 2.384 -4.791
H 3.585 1.017 -5.429
H 3.762 1.312 -2.541
H 1.273 -1.522 -3.527
H 1.221 0.703 -5.428
H 0.371 -0.830 -5.493
H 2.065 -0.762 -5.996
F -0.835 1.130 -3.138
B -0.888 0.776 -1.842
F -0.611 -0.668 -1.690
F -2.046 1.041 -1.162
F 0.256 1.323 -1.090
*
```

Atomic partial charges in e from the Mulliken method, atoms 1 to 4: Fe 1.14; C -0.92; N 0.44; C -0.98

=====

Entry from OMol25: a 6-piece molecular cluster, C11H32IN4O5 overall in a non-equilibrium geometry (ωB97M-V/def2-TZVPD).

Summary:
Highest occupied orbital energy in eV: -5.99
Total energy in Eh: -1331.3577
Strongest force on any atom in eV Å⁻¹: 6.42

The geometry in ORCA input format:
```
! RIJCOSX wB97M-V def2-TZVPD def2/J DEFGRID3
* xyz -1 1
I 0.159 -0.252 0.483
C 3.534 0.525 2.726
C 4.350 -0.509 2.018
C 5.439 -1.065 2.934
O 3.373 -1.525 1.682
H 3.927 1.526 2.898
H 3.210 0.094 3.673
H 2.597 0.712 2.201
H 4.690 -0.161 1.042
H 6.036 -1.898 2.563
H 5.028 -1.553 3.817
H 6.163 -0.358 3.340
H 2.525 -1.130 1.466
C -1.403 -1.511 -3.014
C -2.395 -0.558 -2.233
C -3.551 -0.123 -3.033
O -2.829 -1.027 -1.036
H -2.014 -2.175 -3.626
H -0.746 -1.836 -2.207
H -0.738 -0.944 -3.665
H -1.978 0.413 -1.968
H -3.409 0.573 -3.859
H -4.218 0.331 -2.300
H -3.936 -1.010 -3.538
H -2.037 -1.086 -0.496
C 0.435 3.272 -4.413
C 0.975 2.550 -3.136
C 1.775 3.521 -2.247
O -0.095 2.161 -2.327
H 1.245 3.619 -5.053
H -0.208 4.076 -4.056
H -0.154 2.625 -5.064
H 1.538 1.640 -3.342
H 1.184 4.412 -2.037
H 2.690 3.880 -2.717
H 2.119 3.072 -1.315
H 0.047 1.377 -1.791
C -0.809 -3.978 3.202
O -1.003 -4.728 4.099
N 0.375 -3.816 2.698
N -1.579 -3.211 2.508
H 0.538 -3.151 1.956
H 1.045 -4.453 3.104
H -2.546 -3.176 2.797
H -1.223 -2.414 2.000
C -3.903 0.998 2.135
O -4.790 1.459 2.778
N -3.001 0.266 2.640
N -3.791 1.342 0.906
H -2.119 0.087 2.180
H -3.119 0.124 3.633
H -4.376 2.098 0.581
H -3.030 0.894 0.416
*
```

Atomic partial charges in e from the Mulliken method, atoms 1 to 4: I -0.43; C -1.32; C 0.78; C -1.38

=====

Entry from OMol25: C11H34BrCuN8O5 as an isolated structure in a non-equilibrium geometry (ωB97M-V/def2-TZVPD).

Summary:
Highest occupied orbital energy (spin up / spin down) in eV: -10.76 / -10.64
Total energy in Eh: -5468.0956
Strongest force on any atom in eV Å⁻¹: 7.13

The geometry in ORCA input format:
```
! RIJCOSX wB97M-V def2-TZVPD def2/J DEFGRID3
* xyz 1 2
Cu 4.018 -2.885 -24.602
Br 4.904 -1.758 -22.322
C 3.011 -0.165 -26.385
O 3.521 -0.947 -25.544
N 2.060 0.686 -26.009
N 3.481 0.065 -27.531
H 1.879 1.413 -26.686
H 1.668 0.697 -25.078
H 4.244 -0.472 -27.919
H 2.909 0.703 -28.066
C 6.862 -2.621 -26.412
O 6.013 -2.555 -25.573
N 6.730 -3.288 -27.549
N 8.064 -2.129 -26.367
H 7.464 -3.123 -28.223
H 5.893 -3.769 -27.845
H 8.227 -1.525 -25.574
H 8.587 -2.097 -27.231
C 2.840 -4.305 -27.430
O 3.398 -3.982 -26.409
N 3.281 -3.982 -28.613
N 1.866 -5.134 -27.599
H 2.985 -4.385 -29.491
H 3.928 -3.230 -28.804
H 1.495 -5.663 -26.823
H 1.428 -5.318 -28.490
C 0.775 -1.233 -23.427
C 1.061 -2.746 -23.105
C -0.172 -3.623 -23.050
O -0.856 -3.610 -24.374
C -2.208 -3.905 -24.407
N 1.951 -3.227 -24.146
H 1.752 -0.843 -23.715
H 0.301 -0.572 -22.701
H 0.289 -1.173 -24.400
H 1.565 -2.875 -22.148
H -0.793 -3.287 -22.220
H 0.153 -4.647 -22.863
H -2.502 -4.110 -25.437
H -2.838 -3.150 -23.937
H -2.399 -4.861 -23.920
H 1.357 -3.101 -24.953
H 1.774 -4.196 -23.923
C 6.881 -5.024 -23.833
C 5.584 -5.591 -24.544
C 5.645 -7.173 -24.775
O 4.320 -7.632 -25.197
C 4.103 -7.400 -26.558
N 4.429 -5.015 -23.917
H 7.206 -5.557 -22.939
H 6.786 -3.953 -23.657
H 7.754 -5.189 -24.464
H 5.456 -5.105 -25.511
H 5.851 -7.705 -23.846
H 6.462 -7.476 -25.430
H 4.285 -6.403 -26.959
H 3.035 -7.462 -26.768
H 4.619 -8.137 -27.173
H 4.417 -5.451 -23.006
H 3.670 -5.506 -24.369
*
```

Atomic partial charges in e from the Mulliken method, atoms 1 to 4: Cu 0.73; Br -0.51; C 0.65; O -0.56

=====

Entry from OMol25: a 6-piece molecular cluster, C11H34N3O9 overall in a non-equilibrium geometry (ωB97M-V/def2-TZVPD).

Summary:
Highest occupied orbital energy in eV: -6.56
Total energy in Eh: -1281.0067
Strongest force on any atom in eV Å⁻¹: 1.79

The geometry in ORCA input format:
```
! RIJCOSX wB97M-V def2-TZVPD def2/J DEFGRID3
* xyz -1 1
O -11.287 20.783 -6.017
H -10.926 21.535 -6.502
C -11.220 23.933 -7.970
C -9.974 24.100 -8.824
C -9.365 22.768 -9.179
O -8.337 22.874 -10.143
C -7.395 21.848 -9.998
N -10.231 24.926 -10.044
H -12.134 23.816 -8.560
H -11.427 24.903 -7.493
H -11.102 23.261 -7.125
H -9.321 24.737 -8.216
H -10.173 22.105 -9.539
H -8.989 22.259 -8.283
H -7.777 20.882 -10.354
H -6.976 21.785 -8.993
H -6.569 22.049 -10.694
H -10.625 25.797 -9.692
H -10.995 24.460 -10.537
C -11.443 22.628 -3.119
C -12.846 22.890 -3.621
O -12.936 22.945 -5.042
O -10.949 21.323 -3.400
H -11.371 22.908 -2.069
H -10.765 23.275 -3.707
H -13.230 23.821 -3.201
H -13.508 22.079 -3.276
H -12.402 22.194 -5.365
H -11.059 21.162 -4.383
C -12.523 20.196 -9.181
C -11.666 18.969 -8.966
O -10.367 19.333 -8.468
O -13.165 20.674 -8.003
H -13.339 20.009 -9.893
H -11.970 21.019 -9.648
H -11.485 18.500 -9.936
H -12.141 18.247 -8.297
H -10.503 19.715 -7.579
H -12.485 20.713 -7.281
C -9.181 17.978 -5.559
C -8.535 19.172 -4.908
O -8.553 20.322 -5.693
O -10.610 18.061 -5.524
H -8.926 17.092 -4.965
H -8.849 17.827 -6.592
H -7.482 18.952 -4.697
H -9.008 19.283 -3.922
H -9.472 20.666 -5.736
H -10.843 18.979 -5.749
C -14.388 18.639 -4.966
O -15.204 17.924 -4.370
N -14.337 18.691 -6.351
N -13.457 19.416 -4.319
H -13.838 19.430 -6.863
H -15.039 18.110 -6.769
H -12.701 19.907 -4.767
H -13.440 19.244 -3.330
*
```

Atomic partial charges in e from the Mulliken method, atoms 1 to 4: O 0.62; H -0.50; C -0.87; C 0.56

=====

Entry from OMol25: C11H35FN11O23S2 as an isolated structure in a non-equilibrium geometry (ωB97M-V/def2-TZVPD).

Summary:
Highest occupied orbital energy in eV: -12.19
Total energy in Eh: -3667.8204
Strongest force on any atom in eV Å⁻¹: 5.42

The geometry in ORCA input format:
```
! RIJCOSX wB97M-V def2-TZVPD def2/J DEFGRID3
* xyz 1 1
O 2.937 -0.155 2.779
S 2.476 0.105 1.319
F 2.524 -1.377 0.830
S 4.085 0.941 0.409
H 3.635 0.477 3.071
H 4.669 -0.257 0.190
C 0.881 0.545 -2.322
N 0.820 1.972 -1.921
O 0.469 2.780 -2.742
O 1.129 2.249 -0.768
H 0.595 0.462 -3.360
H 1.903 0.212 -2.167
H 0.185 0.003 -1.690
C -2.698 -2.319 -2.696
N -1.537 -1.505 -3.147
O -0.427 -2.008 -3.161
O -1.764 -0.362 -3.483
H -2.344 -3.313 -2.454
H -3.136 -1.820 -1.839
H -3.408 -2.333 -3.517
C 3.372 -0.064 -6.349
N 3.403 -0.349 -4.889
O 3.430 0.583 -4.105
O 3.420 -1.508 -4.532
H 3.370 1.011 -6.479
H 4.254 -0.527 -6.782
H 2.473 -0.526 -6.743
C -4.844 -4.245 1.073
N -4.818 -3.918 -0.375
O -4.843 -2.746 -0.712
O -4.777 -4.842 -1.157
H -4.890 -3.316 1.624
H -5.725 -4.853 1.253
H -3.943 -4.808 1.286
C 1.840 2.942 5.302
N 2.877 3.078 4.247
O 3.629 2.130 4.042
O 2.932 4.113 3.636
H 1.932 1.956 5.740
H 2.033 3.725 6.028
H 0.879 3.089 4.815
C -0.488 -6.930 1.329
N -1.812 -7.245 0.720
O -2.698 -6.416 0.811
O -1.915 -8.317 0.173
H -0.549 -5.948 1.780
H -0.283 -7.701 2.065
H 0.246 -6.970 0.531
C -3.250 3.171 -3.381
N -4.556 2.770 -3.976
O -5.484 3.544 -3.888
O -4.597 1.681 -4.511
H -3.358 4.156 -2.944
H -2.999 2.423 -2.636
H -2.514 3.169 -4.179
C 0.526 5.071 1.365
N -0.616 4.122 1.260
O -0.462 2.974 1.639
O -1.639 4.554 0.782
H 1.368 4.551 1.802
H 0.739 5.415 0.358
H 0.197 5.899 1.985
C 5.674 -1.330 -2.334
N 5.933 -0.473 -1.145
O 5.607 -0.910 -0.045
O 6.396 0.623 -1.336
H 5.240 -2.262 -1.997
H 4.975 -0.762 -2.938
H 6.607 -1.489 -2.865
C -9.595 -2.679 1.164
N -8.288 -3.306 1.503
O -7.293 -2.611 1.479
O -8.298 -4.487 1.781
H -9.417 -1.635 0.940
H -9.995 -3.217 0.311
H -10.243 -2.808 2.026
C 5.851 6.015 5.716
N 5.482 4.739 6.391
O 4.327 4.356 6.296
O 6.351 4.159 6.992
H 4.968 6.405 5.226
H 6.221 6.687 6.485
H 6.642 5.784 5.009
*
```

Atomic partial charges in e from the Mulliken method, atoms 1 to 4: O -0.25; S 0.67; F -0.16; S -0.18